[1]
{"formula": "C53H57MoNO3P2Si", "method": "wB97M-V/def2-TZVPD", "symbols": ["Mo", "C", "C", "C", "C", "C", "O", "C", "N", "C", "C", "C", "C", "C", "C", "P", "C", "C", "C", "C", "C", "C", "C", "C", "C", "C", "C", "C", "H", "H", "H", "H", "H", "H", "H", "H", "H", "H", "H", "H", "H", "H", "H", "H", "H", "H", "H", "H", "H", "H", "H", "H", "O", "C", "O", "C", "P", "C", "C", "C", "C", "C", "C", "C", "C", "C", "C", "C", "C", "H", "H", "H", "H", "H", "H", "H", "H", "H", "H", "H", "H", "C", "Si", "C", "C", "C", "C", "H", "H", "H", "H", "H", "H", "H", "H", "H", "C", "C", "C", "C", "C", "C", "C", "C", "C", "C", "H", "H", "H", "H", "H", "H", "H", "H", "H", "H", "H", "H"], "positions_angstrom": [[-0.5352, 0.0515, -0.0073], [5.5028, -0.8037, -1.4981], [4.7398, -0.4724, -0.2160], [4.6031, 1.0385, -0.0723], [3.3850, -1.1809, -0.2168], [3.5293, -2.7126, -0.3156], [2.7525, -3.2117, 0.7885], [2.3278, -2.1326, 1.4688], [2.6206, -0.9757, 1.0312], [1.6552, -2.4510, 2.7459], [2.0845, -3.6023, 3.4053], [1.6157, -3.9124, 4.6682], [0.7058, -3.0697, 5.2872], [0.2435, -1.9471, 4.6213], [0.6951, -1.6237, 3.3413], [-0.0379, -0.1668, 2.4824], [-1.6768, -0.0925, 3.2949], [-2.1727, 1.0086, 3.9818], [-3.4372, 0.9660, 4.5588], [-4.2108, -0.1803, 4.4609], [-3.7289, -1.2797, 3.7601], [-2.4765, -1.2325, 3.1717], [0.9272, 1.1959, 3.2332], [0.9937, 1.4193, 4.6074], [1.8293, 2.3991, 5.1227], [2.6026, 3.1760, 4.2694], [2.5398, 2.9636, 2.8998], [1.7098, 1.9755, 2.3897], [6.4328, -0.2343, -1.5472], [4.9048, -0.5294, -2.3735], [5.7593, -1.8611, -1.5824], [5.2985, -0.8643, 0.6418], [4.4133, 1.5035, -1.0422], [5.5156, 1.4806, 0.3330], [3.7831, 1.3018, 0.5902], [2.7869, -0.7736, -1.0449], [4.5595, -3.0376, -0.1572], [3.1366, -3.1466, -1.2300], [2.8042, -4.2425, 2.9145], [1.9645, -4.8065, 5.1683], [0.3382, -3.2927, 6.2807], [-0.5072, -1.3327, 5.0998], [-1.5856, 1.9150, 4.0427], [-3.8159, 1.8343, 5.0842], [-5.1930, -0.2131, 4.9154], [-4.3349, -2.1717, 3.6617], [-2.1126, -2.0910, 2.6168], [0.4152, 0.8096, 5.2907], [1.8740, 2.5565, 6.1931], [3.2528, 3.9417, 4.6739], [3.1446, 3.5571, 2.2245], [1.6671, 1.7954, 1.3242], [0.5607, -3.7018, -1.4870], [0.2824, -2.5242, -1.4174], [-0.0981, -1.9285, -0.3126], [0.3968, -1.6630, -2.6859], [-0.0617, 0.0856, -2.3844], [-1.2831, 0.5009, -3.6748], [-2.1843, -0.4433, -4.1609], [-3.1602, -0.0792, -5.0765], [-3.2650, 1.2375, -5.4982], [-2.3861, 2.1893, -5.0043], [-1.3974, 1.8226, -4.1033], [1.3616, 1.0938, -2.9322], [2.0871, 0.8048, -4.0884], [3.1186, 1.6354, -4.4957], [3.4196, 2.7810, -3.7652], [2.6920, 3.0858, -2.6260], [1.6741, 2.2373, -2.2058], [-0.2402, -2.1185, -3.4423], [1.4183, -1.7506, -3.0598], [-2.1426, -1.4722, -3.8246], [-3.8504, -0.8262, -5.4487], [-4.0374, 1.5236, -6.2003], [-2.4683, 3.2221, -5.3187], [-0.7102, 2.5745, -3.7326], [1.8384, -0.0685, -4.6818], [3.6814, 1.3983, -5.3899], [4.2221, 3.4322, -4.0883], [2.9205, 3.9766, -2.0538], [1.1095, 2.4706, -1.3080], [0.7276, 5.2271, 1.1154], [-0.9063, 4.6750, 1.8280], [-0.8031, 4.6743, 3.6866], [-2.2893, 5.8098, 1.2852], [-1.3107, 3.0313, 1.1154], [-1.8330, 2.2624, 0.3249], [0.9572, 6.2537, 1.4123], [0.7132, 5.1794, 0.0241], [1.5337, 4.5815, 1.4735], [-0.6812, 5.7138, 4.0072], [0.0551, 4.1056, 4.0477], [-1.7044, 4.2862, 4.1657], [-2.1945, 6.7888, 1.7633], [-3.2600, 5.3904, 1.5609], [-2.2827, 5.9573, 0.2029], [-4.2880, 1.0344, 1.0151], [-3.7431, 0.7063, -0.3800], [-3.7376, -0.8136, -0.5504], [-2.2811, 1.2210, -0.5567], [-4.6457, 1.4007, -1.4019], [-5.4843, 0.7123, -2.2697], [-6.3156, 1.3902, -3.1567], [-6.3168, 2.7728, -3.1997], [-5.4768, 3.4775, -2.3440], [-4.6578, 2.7982, -1.4594], [-3.6756, 0.5721, 1.7891], [-5.3095, 0.6587, 1.1114], [-4.3040, 2.1099, 1.1960], [-3.0512, -1.2615, 0.1745], [-3.4052, -1.1100, -1.5468], [-4.7277, -1.2431, -0.3741], [-2.1607, 1.5966, -1.5710], [-5.5028, -0.3697, -2.2638], [-6.9612, 0.8262, -3.8203], [-6.9622, 3.3002, -3.8915], [-5.4641, 4.5609, -2.3647], [-4.0077, 3.3620, -0.7990]], "homo_energy_ev": [-6.88, -6.18], "s2": 2.01, "spin_multiplicity": 3, "total_energy_ha": -3374.694222, "e_above_lowest_ev": 0.000}

---

[2]
{"formula": "C53H58BiNO5PSe2Te", "method": "wB97M-V/def2-TZVPD", "symbols": ["Bi", "C", "C", "O", "C", "C", "O", "C", "C", "O", "C", "C", "O", "H", "H", "H", "H", "H", "H", "H", "H", "H", "H", "H", "H", "H", "H", "H", "H", "Se", "P", "Se", "C", "C", "C", "C", "C", "C", "C", "C", "C", "C", "C", "C", "H", "H", "H", "H", "H", "H", "H", "H", "H", "H", "C", "C", "C", "C", "C", "C", "Te", "N", "C", "O", "C", "C", "C", "C", "C", "C", "C", "C", "C", "C", "C", "C", "C", "C", "C", "C", "C", "C", "H", "H", "H", "H", "H", "H", "H", "H", "H", "H", "H", "H", "H", "H", "H", "H", "H", "H", "H", "H", "H", "H", "H", "H", "H", "H", "H", "C", "C", "C", "C", "C", "C", "C", "C", "H", "H", "H", "H", "H"], "positions_angstrom": [[-1.5150, 2.2048, -2.6896], [-2.2804, -1.3068, -1.6329], [-1.0225, -1.7856, -2.3513], [-0.4436, -0.7001, -3.0236], [0.6541, -1.0500, -3.8275], [1.1905, 0.2199, -4.4701], [0.2015, 1.1337, -4.8980], [-0.4204, 0.9336, -6.1470], [-1.4813, -0.1519, -6.1747], [-2.4470, 0.0855, -5.1725], [-3.1175, -1.0846, -4.7571], [-3.8488, -0.8284, -3.4537], [-3.0330, -0.3615, -2.3983], [-1.4596, 0.2172, -0.4767], [-2.9042, -2.1701, -1.3854], [-1.2780, -2.5840, -3.0615], [-0.3442, -2.2109, -1.6039], [0.3472, -1.8007, -4.5697], [1.4625, -1.4930, -3.2284], [1.8604, -0.0464, -5.2977], [1.7620, 0.7661, -3.7198], [0.3292, 0.7069, -6.9167], [-0.8817, 1.8905, -6.3964], [-1.0266, -1.1385, -6.0344], [-1.9473, -0.1489, -7.1699], [-2.3960, -1.9006, -4.6475], [-3.8575, -1.4034, -5.5050], [-4.3759, -1.7436, -3.1573], [-4.5930, -0.0457, -3.6086], [0.3865, 4.1290, -2.4002], [1.5856, 3.0598, -0.8721], [1.2632, 0.9686, -0.7023], [3.3184, 3.4531, -1.2785], [4.3071, 2.4934, -1.0965], [5.6354, 2.8068, -1.3509], [5.9799, 4.0774, -1.7852], [4.9937, 5.0377, -1.9704], [3.6673, 4.7277, -1.7193], [1.3333, 3.9072, 0.7248], [1.1002, 5.2794, 0.7764], [0.9756, 5.9180, 2.0000], [1.0847, 5.1923, 3.1793], [1.3143, 3.8258, 3.1309], [1.4336, 3.1812, 1.9069], [4.0273, 1.5012, -0.7648], [6.4004, 2.0539, -1.2107], [7.0157, 4.3207, -1.9842], [5.2574, 6.0285, -2.3166], [2.9021, 5.4768, -1.8824], [0.9913, 5.8458, -0.1397], [0.7877, 6.9835, 2.0331], [0.9839, 5.6927, 4.1340], [1.3891, 3.2532, 4.0470], [1.5994, 2.1101, 1.8627], [2.7427, -9.0744, 0.8740], [2.0100, -7.7634, 0.9579], [1.2926, -7.2718, -0.1224], [0.5974, -6.0675, -0.0564], [-0.1414, -5.6017, -1.2850], [0.6240, -5.3322, 1.1354], [-0.4405, -3.5003, 1.2439], [-1.9942, -0.6399, -0.3980], [-2.9248, -0.7230, 0.6137], [-3.6866, -1.6695, 0.6947], [-2.9462, 0.3803, 1.6194], [-4.0569, 0.4385, 2.4551], [-4.1601, 1.4346, 3.4085], [-3.1503, 2.3771, 3.5359], [-2.0379, 2.3179, 2.7108], [-1.9308, 1.3215, 1.7535], [1.1349, -2.1741, 1.7556], [0.9679, -1.3186, 2.8534], [-0.2588, -1.3010, 3.7283], [1.9859, -0.4171, 3.1608], [3.1535, -0.3405, 2.4209], [4.2090, 0.6823, 2.7374], [3.2988, -1.2039, 1.3430], [2.3087, -2.1106, 0.9858], [2.5367, -2.9697, -0.2275], [1.3216, -5.8204, 2.2475], [1.3285, -5.1123, 3.5757], [2.0107, -7.0232, 2.1322], [2.8897, -9.3791, -0.1617], [2.1817, -9.8650, 1.3770], [3.7197, -9.0111, 1.3540], [1.2737, -7.8376, -1.0480], [-0.1044, -6.3663, -2.0606], [0.3010, -4.6863, -1.6843], [-1.1892, -5.3836, -1.0748], [-4.8269, -0.3121, 2.3411], [-5.0324, 1.4836, 4.0470], [-3.2366, 3.1662, 4.2697], [-1.2533, 3.0557, 2.8023], [-1.0440, 1.2910, 1.1292], [-0.7812, -2.2563, 3.7297], [-0.9668, -0.5402, 3.3894], [0.0160, -1.0571, 4.7550], [1.8545, 0.2402, 4.0147], [4.1280, 1.0292, 3.7675], [4.1035, 1.5533, 2.0862], [5.2112, 0.2795, 2.5883], [4.2012, -1.1550, 0.7418], [3.3421, -2.5581, -0.8359], [1.6341, -3.0259, -0.8377], [2.8006, -3.9939, 0.0443], [1.5265, -4.0456, 3.4762], [2.0877, -5.5399, 4.2300], [0.3576, -5.2185, 4.0659], [2.5620, -7.3920, 2.9910], [-2.8413, 3.2313, -1.2560], [-3.5017, 3.7185, -0.3608], [-4.2624, 4.2703, 0.7197], [-3.7378, 5.3141, 1.4872], [-4.4537, 5.8197, 2.5593], [-5.6997, 5.2951, 2.8783], [-6.2289, 4.2626, 2.1161], [-5.5171, 3.7507, 1.0431], [-2.7629, 5.7119, 1.2355], [-4.0380, 6.6268, 3.1493], [-6.2574, 5.6917, 3.7170], [-7.1995, 3.8506, 2.3610], [-5.9172, 2.9371, 0.4527]], "homo_energy_ev": [-6.67, -7.39], "s2": 0.76, "spin_multiplicity": 2, "total_energy_ha": -8112.192512, "e_above_lowest_ev": 0.000}